Below is a structure of composition C25H41F5P2Y, with properties calculated with ωB97M-V/def2-TZVPD.

XYZ file:
```
74
Properties=species:S:1:pos:R:3
Y 2.51967 -1.52100 -0.44193
P -0.46623 -4.62239 2.11092
P 2.86472 -0.88446 -4.46773
F 3.55573 1.14535 0.32658
F 1.95796 -0.64718 2.92939
F 2.19810 1.72887 1.96451
F 4.31917 1.33692 2.37676
F 4.01802 -1.22817 2.37737
C -0.63912 1.49443 -0.28359
C -2.06486 -1.54629 1.32112
C -1.93345 -1.62956 -1.85777
C 3.57509 -1.26688 -2.27635
C 1.21430 -1.20649 -5.02397
C 1.66720 -4.07595 -2.51443
C 4.05853 0.09617 -5.33787
C 1.14872 -3.17300 -1.34251
C 3.04494 -4.08608 0.20908
C 3.24749 0.90561 1.67422
C -0.90950 -6.18966 1.28039
C 2.90893 -0.52879 1.94399
C -1.04756 1.28715 2.24121
C 0.96942 -5.31648 2.99758
C -0.66408 1.11270 -2.82666
C -1.52550 -0.49865 0.43432
C 3.56627 -2.30921 -3.34964
C -1.05294 0.76803 0.85775
C -0.10147 2.86496 -0.27003
C 1.71499 -3.40355 0.04908
C 2.75971 -0.21698 -2.78897
C 4.17380 -3.21581 -0.34940
C 2.90523 -3.69271 -3.35618
C -0.90108 0.69666 -1.42820
C -1.44702 -0.53863 -0.98775
H 1.85832 -5.06980 -2.08194
H 1.22431 -1.84156 -5.92555
H 0.81519 2.92544 0.33518
H -1.11261 0.40564 -3.53247
H -1.49008 -1.59555 2.25689
H 3.71337 -4.41663 -3.15346
H 0.61128 -1.70670 -4.24449
H 4.34908 0.94704 -4.70082
H 0.13371 3.20674 -1.28297
H 0.93143 -3.57122 0.81937
H -2.02687 -2.53836 0.85521
H 4.34136 -1.21591 -1.44318
H 2.64574 -3.92316 -4.40285
H -1.10188 2.10335 -3.02111
H 2.64490 0.82591 -2.42101
H -1.82551 -2.60830 -1.37595
H -3.00163 -1.50719 -2.10447
H 0.75440 -0.23122 -5.25907
H -0.82461 3.56848 0.16904
H 3.24487 -4.26889 1.27602
H 2.98079 -5.10375 -0.23263
H -0.50117 -6.15734 0.25918
H 1.71187 -5.73194 2.30064
H 1.41850 -4.49351 3.58184
H 4.54667 -2.41876 -3.85404
H 0.61965 -6.11103 3.67583
H -1.38701 -1.65222 -2.80961
H 4.90128 -2.82975 0.38499
H -2.00714 -6.23698 1.20207
H 0.93904 -2.11794 -1.70449
H 4.65238 -3.65695 -1.23478
H 3.58677 0.47644 -6.25595
H 0.11940 -3.53869 -1.22274
H 4.94664 -0.49326 -5.60698
H 0.41145 1.17730 -3.04716
H -0.52179 -7.05616 1.84965
H -1.54714 0.59305 2.92126
H -0.02143 1.44089 2.59662
H 0.81031 -4.21129 -3.19989
H -1.55933 2.25650 2.29807
H -3.11405 -1.34699 1.59708
```

The calculation puts the energy above the lowest of the compared OMol25 structures with the same formula, charge and spin at 138.2 kJ/mol. The value obtained for the frontier orbital gap (spin up / spin down) is 4.88 / 4.08 eV. Its molar mass is 587.45 g/mol. Its total charge is +1. The value obtained for the HOMO energy (spin up / spin down) is -9.68 / -9.14 eV.

Mulliken population analysis, charges in e, atoms 1 to 4: atom 1 (Y): -0.20, atom 2 (P): 0.20, atom 3 (P): 0.69, atom 4 (F): -0.28



Below is a structure of composition C25H42BrI2InN9O2, with properties calculated with ωB97M-V/def2-TZVPD.

XYZ file:
```
82
Properties=species:S:1:pos:R:3
I -5.38074 -10.57231 16.33319
I -5.04414 -9.72449 12.78011
In -1.64434 -7.26235 15.01897
Br 0.57266 -8.42974 17.87688
O -2.89621 -5.50072 15.57184
O -3.02659 -3.52391 16.62960
N 0.11495 -12.36922 14.82306
N -6.94645 -2.58375 14.21894
N -2.18795 -12.82893 19.01442
N -3.51916 -13.45422 20.75346
N -5.40159 -2.31895 16.62813
N -2.04511 -13.26826 14.38545
N -1.26541 -13.08044 16.53598
N -0.77288 -6.16280 17.04406
N -2.12190 -11.61682 20.97264
C -0.95766 -13.98000 17.37352
C 0.33940 -15.88560 18.10851
C -1.11933 -4.86219 17.08528
C -5.54177 -2.39840 14.17420
C -2.98075 -10.92384 21.86428
C -2.58383 -12.65121 20.30106
C -0.19058 -15.74737 19.49790
C -6.21202 -10.46575 14.35956
C -2.45460 -4.58518 16.33167
C 0.85914 -11.47563 15.75933
C -0.17374 -15.14528 17.09513
C -1.04650 -12.97490 15.19126
C -2.12113 -12.66588 13.03324
C -3.73313 -13.70264 22.17409
C -3.06647 -14.26048 14.71596
C -4.48593 -14.03862 19.83798
C -5.10397 -1.59210 15.32543
C 0.80618 -12.59697 13.52073
C 1.04200 -5.65943 18.52229
C -0.90062 -10.93483 20.51718
C -0.96010 -14.67272 19.85257
C 0.28085 -6.54177 17.76720
C -1.35103 -13.73106 18.77525
C 0.56574 -4.32417 18.60428
C -0.50596 -3.94824 17.86367
H -2.82275 -13.50466 22.65708
H -5.25186 -1.72015 17.43187
H -4.18058 -14.95205 19.32747
H -4.01470 -11.28251 21.81222
H -3.98673 -13.75268 14.51774
H -0.70957 -10.20173 21.24174
H 0.17582 -11.07302 16.56338
H -2.60456 -10.89889 22.86404
H 0.99644 -16.65870 17.78289
H -3.92710 -14.77248 22.21597
H -5.16340 -1.87108 13.34502
H -5.08110 -3.35057 14.18878
H 1.92751 -5.90692 19.14147
H -0.08468 -11.65422 20.61094
H 0.64220 -11.77444 12.81723
H -7.33403 -3.31599 13.64378
H -2.96937 -15.15585 14.05937
H 0.10671 -16.46895 20.20985
H -4.54233 -13.13581 22.57913
H 1.04255 -3.64743 19.32419
H -7.13657 -9.84440 14.48775
H -7.46794 -1.72262 14.11199
H 0.38528 -13.51467 13.15650
H -4.64986 -3.05951 16.66908
H 1.65604 -12.09653 16.24562
H -5.56103 -0.62069 15.27732
H 1.90815 -12.64578 13.84748
H 0.11762 -15.29085 16.07128
H -1.64028 -11.68845 13.03387
H -0.96108 -2.95873 18.02149
H 1.20727 -10.64871 15.15070
H -3.12736 -12.45667 12.74913
H -6.40077 -2.62470 16.53280
H -4.02303 -1.47258 15.31971
H -3.10293 -9.90552 21.54238
H -6.55425 -11.45074 14.11920
H -4.73408 -13.31719 19.07583
H -1.65178 -13.20275 12.23544
H -1.32109 -14.58557 20.84760
H -5.35216 -14.26613 20.40564
H -0.98647 -10.52724 19.54851
H -2.96218 -14.58850 15.72537
```

The calculation puts the energy above the lowest of the compared OMol25 structures with the same formula, charge and spin at 21.6 kJ/mol. The value obtained for the frontier orbital gap is 6.19 eV. Its molar mass is 949.20 g/mol. Its total charge is +3. The value obtained for the HOMO energy is -15.13 eV.

Mulliken population analysis, charges in e, atoms 1 to 4: atom 1 (I): 0.05, atom 2 (I): 0.07, atom 3 (In): 0.56, atom 4 (Br): -0.16



Below is a structure of composition C25H43BBrCl27N3O3, with properties calculated with ωB97M-V/def2-TZVPD.

XYZ file:
```
103
Properties=species:S:1:pos:R:3
Br 3.03429 -1.68539 -1.74281
Cl 8.63107 0.46575 1.56487
Cl 1.54170 4.93915 -4.16173
Cl 2.11213 3.33026 -6.50973
Cl 1.48084 2.04233 -3.98648
Cl 8.88999 0.18723 -1.31192
Cl -0.58497 -1.98256 5.62116
Cl 3.79490 1.51983 -11.86246
Cl 8.07303 -2.08530 0.29725
Cl 3.14069 0.25627 -9.33143
Cl -0.85361 2.04585 1.16535
Cl -6.57761 3.27590 -2.96747
Cl -9.51042 5.16429 -1.49657
Cl -4.20377 -0.73396 7.77614
Cl -2.93450 2.28150 3.18074
Cl -2.71549 -3.62237 6.67946
Cl -5.04731 -2.39911 -1.27474
Cl -3.63998 2.21805 0.36750
Cl 3.22618 3.15181 -9.53001
Cl -7.25091 6.63183 -2.59093
Cl -5.26370 -2.55436 -4.17123
Cl -1.43963 0.07629 8.13515
Cl -3.01930 1.18227 5.97392
Cl -0.24589 -4.86938 5.71321
Cl -6.33067 1.01269 -1.16441
Cl -6.00961 -4.83494 -2.53476
Cl -6.84801 3.67676 -0.10497
Cl -9.92733 7.10992 -3.60917
O -0.60668 -2.25868 -2.47193
O -0.97703 -2.91873 2.25626
O -1.44452 -2.67971 -3.50786
N -0.05428 -1.41407 0.45087
N 2.02007 -2.59772 0.81995
N 0.42052 -3.30207 -0.70766
C -2.79404 -0.45922 2.83631
C -7.12727 2.57025 -1.44950
C -1.39963 -3.54199 5.51544
C 2.45575 2.94076 0.61467
C 1.14345 2.17391 0.79997
C -4.92985 -3.45353 -2.69104
C -8.96827 6.69773 -2.18887
C 4.48982 -2.38012 0.60901
C 0.77929 -2.42695 0.17701
C 3.17819 -2.72086 -0.09879
C 9.06325 -0.62127 0.24434
C -2.43872 2.73567 1.54858
C 1.83076 -3.28738 3.16990
C 2.30283 -2.18346 3.62230
C 1.17479 3.44389 -5.02292
C -3.05158 0.59357 7.63996
C 2.60809 3.34311 -0.88662
C 3.83730 2.62859 -1.49437
C -0.80168 -3.23301 -1.47602
C 4.75412 -0.87118 0.72524
C 1.29374 0.74872 0.20210
C 0.57658 -0.23095 1.13621
C 2.85390 1.64891 -10.37857
C 1.98655 -3.74293 1.76185
C -2.51891 -1.06689 1.42426
B -1.14696 -1.83289 1.40244
H 4.74150 2.99365 -1.02283
H -1.45616 -3.66853 1.86986
H 5.30700 -2.80072 0.03640
H -3.77955 -0.76766 3.15591
H 3.30557 2.31572 0.87425
H -3.36487 1.39435 8.29646
H 2.34423 0.53103 0.26787
H -1.67380 -2.96549 -0.88221
H 2.19993 -1.95550 4.66378
H 3.84515 2.82288 -2.56035
H -2.41211 -0.23660 0.72816
H 0.91875 0.67739 -0.81147
H 3.25918 -3.76729 -0.40601
H -2.35809 3.81390 1.50523
H -3.33465 -1.69994 1.08482
H -8.19217 2.39305 -1.52405
H 5.60561 -0.76013 1.38881
H 1.71126 3.01901 -1.39948
H -3.91383 -3.82244 -2.74873
H -2.06456 -0.78703 3.57192
H 1.19137 -0.51082 1.97950
H 10.09894 -0.90977 0.36578
H 4.50251 -2.82762 1.59790
H 3.90993 -0.39292 1.21234
H 2.48283 3.82142 1.24485
H -1.82415 -3.62882 4.52354
H -1.95214 -1.88323 -3.72827
H 2.72154 4.41778 -0.95679
H -9.11138 7.47170 -1.44678
H 3.72624 1.56608 -1.29553
H 2.92838 -4.27932 1.68745
H 0.29179 2.70127 0.38542
H 5.04589 -0.40539 -0.20428
H -2.76331 0.62436 2.82084
H 1.00951 2.04102 1.87559
H 1.22790 -4.47294 1.48664
H 2.78886 -1.43518 3.01501
H 0.12437 3.45019 -5.28179
H -0.25345 0.32816 1.57046
H 1.02711 -4.08784 -0.88949
H 1.25398 -3.89255 3.84759
H 1.80492 1.66205 -10.64272
H -0.95172 -4.18933 -1.96208
```

The value obtained for the frontier orbital gap is 8.16 eV. Its molar mass is 1481.58 g/mol. Its total charge is +1. The value obtained for the HOMO energy is -11.37 eV.

Mulliken population analysis, charges in e, atoms 1 to 4: atom 1 (Br): -0.06, atom 2 (Cl): -0.12, atom 3 (Cl): -0.12, atom 4 (Cl): -0.04



Max |F| (eV Å⁻¹)
7.08, 3.37, 11.40